[1]
C35H47AsFIN3O4S2SbTc | wB97M-V/def2-TZVPD

Cartesian coordinates (Å):
Tc  0.228  1.559  -0.776
C  -0.125  -6.143  -0.924
C  -0.441  -5.461  0.400
C  0.209  -6.123  1.602
C  1.726  -6.067  1.490
C  2.198  -4.667  1.179
C  3.486  -4.282  1.458
C  3.909  -2.975  1.209
F  5.168  -2.652  1.511
C  3.077  -2.026  0.696
C  1.755  -2.389  0.394
C  0.836  -1.402  -0.126
O  1.298  -0.224  -0.384
C  -0.495  -1.791  -0.300
C  -0.843  -3.115  -0.080
N  0.002  -4.037  0.336
C  1.323  -3.704  0.628
C  -1.585  -0.891  -0.774
O  -2.606  -1.333  -1.244
O  -1.371  0.407  -0.642
H  -0.389  -7.198  -0.866
H  0.934  -6.066  -1.172
H  -0.697  -5.694  -1.737
H  -1.521  -5.432  0.542
H  -0.136  -7.155  1.659
H  -0.116  -5.618  2.515
H  2.080  -6.751  0.716
H  2.185  -6.394  2.423
H  4.186  -4.985  1.892
H  3.415  -1.013  0.540
H  -1.865  -3.425  -0.260
S  -3.706  1.123  1.428
C  -4.249  2.386  0.505
N  -5.060  2.115  -0.580
C  -5.588  3.060  -1.384
C  -5.325  4.365  -1.136
C  -4.491  4.623  -0.026
N  -3.967  3.706  0.747
H  -5.267  1.135  -0.724
H  -6.209  2.715  -2.200
H  -5.736  5.154  -1.745
H  -4.241  5.649  0.227
C  2.014  2.394  2.419
As  0.273  1.969  1.710
C  -0.866  3.257  2.561
C  -0.112  0.264  2.595
C  -0.290  0.421  4.080
C  -1.535  0.730  4.621
C  -1.686  0.861  5.994
C  -0.598  0.685  6.838
C  0.645  0.377  6.306
C  0.797  0.246  4.932
H  1.931  2.398  3.505
H  2.319  3.379  2.070
H  2.745  1.650  2.106
H  -0.737  3.108  3.632
H  -1.904  3.092  2.278
H  -0.548  4.257  2.279
H  0.740  -0.379  2.371
H  -1.003  -0.135  2.111
H  -2.389  0.861  3.966
H  -2.658  1.098  6.405
H  -0.720  0.781  7.908
H  1.495  0.232  6.959
H  1.767  -0.016  4.521
I  0.466  5.116  -0.402
C  -0.735  3.410  -0.923
H  -1.044  3.592  -1.954
H  -1.600  3.489  -0.264
C  3.625  0.783  -2.488
Sb  2.665  2.431  -1.570
C  4.204  3.164  -0.327
C  2.696  3.787  -3.185
H  4.605  1.103  -2.839
H  3.025  0.462  -3.337
H  3.733  -0.042  -1.789
H  5.043  3.405  -0.979
H  4.508  2.406  0.392
H  3.873  4.060  0.192
H  3.637  3.637  -3.713
H  2.635  4.806  -2.815
H  1.861  3.584  -3.852
O  0.222  1.247  -2.901
S  -0.469  -0.061  -3.420
C  -2.063  0.444  -4.085
C  -2.159  -0.299  -5.415
C  -0.810  -0.073  -6.099
C  0.260  -0.396  -5.050
H  -1.994  1.526  -4.212
H  -2.823  0.179  -3.352
H  -2.998  0.059  -6.008
H  -2.318  -1.364  -5.230
H  -0.720  0.969  -6.409
H  -0.687  -0.695  -6.984
H  1.164  0.208  -5.122
H  0.534  -1.450  -5.042

Results
- expectation value of S² = 3.7880
- relative energy (zero: lowest compared OMol25 entry of this formula, charge and spin) (kcal/mol) = 0.0
- gap between HOMO and LUMO (alpha / beta) (eV) = 7.14 / 5.90
- lowest unoccupied orbital energy (alpha / beta) (eV) = -5.20 / -6.45
- net charge = +2
- 2S+1 = 4

[2]
C18H27B3F16O8S | wB97M-V/def2-TZVPD

Cartesian coordinates (Å):
C  -1.582  -3.197  -0.427
C  -1.631  -3.246  -1.956
C  -0.312  -2.895  -2.651
C  -0.480  -1.708  -3.612
B  -0.509  -0.360  -2.849
O  -0.675  -0.256  -1.487
B  -1.332  0.934  -1.190
C  -2.754  0.910  -0.523
O  -3.716  1.684  -1.200
C  -4.113  1.131  -2.436
C  -5.614  0.889  -2.456
O  -0.677  2.079  -1.566
B  0.128  1.724  -2.589
S  1.917  2.359  -2.648
C  2.728  1.391  -1.394
O  2.002  3.747  -2.339
O  2.462  1.936  -3.896
O  -0.337  0.854  -3.508
H  -1.739  -4.174  -0.021
H  -0.638  -2.837  -0.084
H  -2.350  -2.563  -0.029
H  -1.883  -4.248  -2.239
H  -2.440  -2.621  -2.293
H  0.066  -3.721  -3.217
H  0.391  -2.620  -1.894
H  0.377  -1.660  -4.259
H  -1.367  -1.809  -4.208
H  -2.650  1.344  0.458
H  -3.058  -0.117  -0.363
H  -3.621  0.194  -2.648
H  -3.886  1.850  -3.202
H  -6.028  1.111  -3.419
H  -6.065  1.474  -1.686
H  -5.801  -0.148  -2.267
H  2.769  1.981  -0.499
H  2.124  0.527  -1.186
H  3.686  1.070  -1.741
C  7.313  2.156  -0.457
C  6.709  0.751  -0.335
C  5.947  0.446  0.953
F  6.766  0.529  2.022
F  5.459  -0.818  0.882
F  7.669  -0.171  -0.536
F  5.801  0.628  -1.351
O  8.675  2.265  -0.133
C  9.044  2.450  1.166
C  9.903  1.283  1.648
F  9.201  0.133  1.568
F  10.238  1.492  2.941
F  7.976  2.638  1.965
F  9.804  3.565  1.222
H  7.261  2.407  -1.514
H  6.712  2.902  0.064
H  5.109  1.139  1.079
H  10.807  1.200  1.042
C  -6.294  -1.854  3.275
C  -4.901  -2.407  2.947
C  -3.857  -2.347  4.059
F  -3.613  -1.065  4.412
F  -2.704  -2.891  3.602
F  -4.422  -1.800  1.838
F  -5.066  -3.729  2.655
O  -6.540  -0.538  2.849
C  -6.177  0.508  3.645
C  -5.132  1.363  2.937
F  -4.037  0.611  2.686
F  -4.771  2.390  3.738
F  -5.740  0.094  4.849
F  -7.272  1.273  3.842
H  -6.991  -2.462  2.704
H  -6.551  -1.995  4.325
H  -4.190  -2.911  4.936
H  -5.527  1.757  1.998

Results
- gap between HOMO and LUMO (eV) = 10.23
- lowest unoccupied orbital energy (eV) = 0.32
- 2S+1 = 1

Number 1: maximum force 0.0112 Eh/bohr. Number 2: maximum force 0.0297 Eh/bohr.